42
Properties=species:S:1:pos:R:3:forces:R:3 method="wB97M-V/def2-TZVPD" smiles="O=C(Oc1ccncc1)OP(O)(O)=S.O=S1(=O)OCCO1.O=S1(=O)OCCO1" orbital_gap_ev=9.12 spin_multiplicity=1
O -3.102 -5.124 0.620 0.568 0.563 -0.722
C -3.174 -4.430 -0.343 -1.052 -1.193 0.435
O -4.367 -4.359 -1.064 1.049 0.615 0.048
C -5.213 -3.409 -0.519 -1.523 1.906 1.175
C -5.144 -2.032 -0.829 0.307 -1.129 -0.192
C -6.037 -1.148 -0.223 0.168 1.856 -0.585
N -6.991 -1.386 0.690 1.603 -1.759 -0.998
C -6.988 -2.699 0.971 -1.343 -0.581 1.263
C -6.203 -3.722 0.438 0.814 -0.322 -0.745
O -2.163 -3.696 -0.905 0.310 0.223 0.504
P -1.202 -2.903 0.193 0.379 1.851 1.758
O -0.669 -1.602 -0.617 -3.233 -3.046 -0.838
O 0.126 -3.753 0.584 -0.976 0.319 -1.698
S -2.077 -2.300 1.793 -0.215 -0.399 -0.150
H -4.400 -1.664 -1.546 -0.383 -0.090 0.336
H -5.956 -0.090 -0.532 0.002 -0.569 0.178
H -7.720 -3.001 1.742 0.365 0.129 -0.456
H -6.352 -4.759 0.760 0.070 0.515 -0.056
H -0.593 -0.932 0.076 -0.151 0.004 -0.164
H 0.779 -3.663 -0.135 0.012 -0.198 0.283
C 3.770 1.164 -0.814 0.164 0.217 0.612
C 4.586 -0.111 -0.790 0.322 0.115 -0.512
O 3.634 -1.144 -0.512 -0.514 0.256 0.120
S 2.216 -0.749 -1.163 0.838 0.588 0.188
O 2.093 -1.410 -2.411 -0.336 -0.089 0.078
O 1.219 -0.844 -0.160 3.008 0.958 0.412
O 2.533 0.803 -1.442 0.039 -0.536 -0.206
H 3.551 1.514 0.197 0.060 0.004 -0.011
H 4.262 1.958 -1.373 -0.186 -0.049 -0.151
H 5.366 -0.092 -0.033 -0.182 -0.182 0.133
H 5.032 -0.315 -1.766 0.023 0.040 0.027
C 3.345 4.935 -0.280 -0.510 -0.138 -0.152
C 2.969 6.034 0.692 0.318 0.428 -0.221
O 3.101 5.436 1.986 0.032 -0.590 -0.176
S 4.288 4.351 1.955 -0.278 0.461 -0.261
O 5.466 4.957 2.456 0.103 -0.286 0.061
O 3.785 3.122 2.453 0.132 -0.001 0.107
O 4.426 4.238 0.350 0.066 0.283 0.326
H 2.521 4.231 -0.422 -0.018 0.048 -0.012
H 3.657 5.327 -1.246 0.221 -0.085 0.082
H 1.956 6.396 0.539 -0.040 -0.131 0.241
H 3.667 6.872 0.633 -0.033 -0.006 -0.060